Formula: C24H31BrF9N3O4S2
Source: the OMol25 dataset
Level of theory: ωB97M-V with the def2-TZVPD basis set

As for the multiplicity: 1. The value obtained for the molar mass is 740.55 u. For the HOMO energy, the calculation gives -0.3214 hartree. The SMILES is CCCCCCc1c(Br)c(N(C(C)=O)C(C)=O)c(CCC(F)(F)C(F)(F)S(F)(F)(F)(F)F)c2nsnc12.CCOC(C)=O. As for the net charge: 0. For the total energy, the calculation gives -154216.8690 eV.

Geometry (Å):
H: 3.3813 -3.7239 -2.9937
O: 1.3192 -2.0224 -2.9726
C: -2.3556 1.4925 -0.9818
F: 7.8653 0.7300 2.8468
H: 4.1504 1.1612 0.4848
S: 1.2177 3.5275 1.4949
C: -0.4812 -4.5564 -1.1142
C: -2.1771 2.8909 -1.7492
H: -4.8875 -4.3118 0.1483
H: -2.9363 7.7975 -2.9987
F: 7.4964 -1.2375 1.6582
H: -1.3717 5.4753 -2.9477
C: 2.5670 -3.9695 -2.2500
H: -2.0983 8.0112 -1.3664
H: 3.2460 -1.8754 0.3464
C: -2.0173 5.9033 -2.1188
H: -5.2068 -3.0179 3.3131
H: -2.2033 -3.1279 2.6338
F: 5.6172 -1.7864 -0.2960
H: 2.0093 -4.9075 -2.5043
O: -0.0519 -3.5353 1.0145
H: 3.1529 -0.9580 1.8886
H: -3.7515 5.2132 -3.3144
Br: -1.8642 -1.5757 -1.8764
H: -6.5677 -3.7318 0.1835
C: 1.6923 -0.2870 0.3316
C: 0.2390 -3.5020 -0.1642
H: -4.3427 3.1839 -2.0535
C: 3.1048 -0.8369 0.7739
H: 4.0354 0.1137 -0.9635
F: 6.1745 1.8197 1.7761
H: -3.0100 -4.1172 3.8680
F: 5.5028 -1.7911 2.3939
C: 6.1915 -0.7590 1.7680
H: -1.1341 7.8270 -2.8807
C: 0.7371 -1.1292 -0.4073
N: 2.0515 2.0729 1.3402
C: 1.6048 -2.7233 -2.0311
H: -3.9961 -1.8408 3.7658
F: 4.5933 0.6880 3.1655
N: 1.1750 -2.4953 -0.6538
C: -0.0413 1.7119 0.2389
H: -2.9703 0.8507 -1.6667
H: -5.7743 -4.1368 1.6827
H: -1.2268 3.4181 -1.4791
C: -1.0020 0.8583 -0.5431
C: -5.1257 -2.2788 0.7310
H: -1.4495 -4.8633 -0.6220
C: -2.0645 7.4705 -2.3605
C: -3.4231 5.1896 -2.2341
H: -3.7936 3.9009 -0.4934
C: 4.2310 0.0813 0.1544
O: -5.3246 -1.5364 -0.1964
H: -4.1634 5.8343 -1.6607
C: -5.6072 -3.7045 0.6981
H: -2.0981 2.6481 -2.8559
C: -4.2541 -2.5808 3.0063
H: -1.5479 5.7283 -1.1130
C: -3.1437 -3.6079 2.9121
C: 5.6888 -0.4968 0.2989
H: -0.6995 -4.1256 -2.1338
H: -3.3535 -4.3578 2.1475
N: -0.1546 2.9922 0.6852
C: -3.4854 3.7499 -1.5709
F: 6.3016 1.9069 4.0416
H: 3.1172 -4.1798 -1.2786
F: 6.6165 0.1750 -0.4975
F: 6.3347 -0.3666 4.2185
C: 1.3164 1.1316 0.6606
S: 6.2101 0.6926 2.9518
C: -0.5837 -0.5182 -0.8397
H: 0.1828 -5.4615 -1.1647
H: -2.9902 1.6419 -0.0521
O: -4.3934 -1.8561 1.7770

Löwdin population analysis, charges in e, atoms 1 to 6: H 0.0966; O 0.0947; C -0.1724; F -0.1698; H 0.1053; S 0.9956